No. 1
A cluster of 2 separate species, C2H3NS in total in a non-equilibrium geometry, computed with wB97M-V/def2-TZVPD.

ΔE to the lowest compared entry with this formula, charge and spin, eV: 3.677
Strongest force on any atom, eV/Å: 3.1
Orbital gap (spin up / spin down), eV: 8.223 / 8.224
E_tot, Eh: -530.7996

Geometry as XYZ:
```
7
Properties=species:S:1:pos:R:3:lowdin_charge:R:1
C 2.52 -0.29 0.08 -0.247
C 0.13 0.14 0.45 -0.431
N 3.62 -0.53 -0.15 -0.078
S -0.66 -1.32 0.05 0.731
H -0.15 1.06 -0.03 0.022
H 0.52 0.22 1.52 0.041
H -0.61 -1.29 -1.38 -0.037
```

No. 2
A cluster of 2 separate species, C4H11NO2 in total in a non-equilibrium geometry, computed with wB97M-V/def2-TZVPD.

Structure (SMILES): CC(=O)O.CCN
ΔE to the lowest compared entry with this formula, charge and spin, eV: 1.002
Strongest force on any atom, eV/Å: 2.8
Orbital gap, eV: 9.970
E_tot, Eh: -364.2314

Geometry as XYZ:
```
18
Properties=species:S:1:pos:R:3:lowdin_charge:R:1
C 2.63 -1.92 -1.00 0.005
C 1.14 -1.62 -1.01 -0.587
O 0.59 -1.49 0.05 0.090
O 0.63 -1.60 -2.22 0.123
H 3.16 -1.73 -1.94 0.082
H 2.74 -3.00 -0.89 0.088
H 3.17 -1.49 -0.17 0.082
H -0.30 -1.31 -2.25 0.135
C -1.56 1.60 2.04 -0.111
C -0.99 1.00 0.74 -0.356
N -1.85 1.41 -0.37 -0.019
H -2.47 1.22 2.49 0.068
H -1.79 2.63 1.79 0.052
H -0.88 1.66 2.88 0.064
H 0.08 1.17 0.57 0.100
H -1.09 -0.06 0.97 0.080
H -1.75 2.42 -0.43 0.062
H -1.47 1.10 -1.25 0.044
```

No. 3
A structure of composition C23H26HgNOS in a non-equilibrium geometry, computed with wB97M-V/def2-TZVPD.

ΔE to the lowest compared entry with this formula, charge and spin, eV: 0.333
Strongest force on any atom, eV/Å: 1.5
2S+1: 2
Orbital gap (spin up / spin down), eV: 3.658 / 5.550
Net charge: -2
E_tot, Eh: -1573.4475

Geometry as XYZ:
```
53
Properties=species:S:1:pos:R:3:mulliken_spin:R:1
Hg 1.59 -1.28 0.50 0.009
C -0.22 -2.98 -0.09 -0.002
C -1.07 -3.36 1.01 0.007
C -0.84 -4.54 1.76 0.001
C -1.68 -4.91 2.80 -0.001
C -2.77 -4.14 3.16 0.001
C -3.01 -2.96 2.44 0.004
C -2.19 -2.59 1.40 -0.017
H -0.69 -2.37 -0.86 0.001
H 0.40 -3.77 -0.50 0.000
H 0.01 -5.16 1.51 0.000
H -1.48 -5.83 3.34 0.000
H -3.43 -4.44 3.97 0.000
H -3.86 -2.34 2.71 0.001
H -2.38 -1.67 0.86 0.010
O 0.10 1.50 0.83 0.010
S 0.14 1.51 -0.67 0.155
C -0.59 3.04 -1.17 0.097
C -0.30 3.54 -2.45 0.051
C -0.97 4.64 -2.95 -0.032
C -1.98 5.27 -2.19 0.211
C -2.30 4.74 -0.93 -0.074
C -1.62 3.65 -0.42 0.120
C -1.20 0.51 -1.25 -0.026
C -2.47 0.54 -0.64 0.203
C -3.55 -0.05 -1.28 -0.127
C -3.39 -0.70 -2.51 0.180
C -2.12 -0.75 -3.09 -0.041
C -1.04 -0.15 -2.48 0.119
H 0.46 3.05 -3.04 0.022
H -0.73 5.02 -3.93 0.002
H -2.49 6.14 -2.57 0.034
H -3.08 5.21 -0.34 -0.005
H -1.85 3.27 0.57 0.026
H -2.59 1.01 0.32 0.027
H -4.53 -0.03 -0.81 -0.006
H -4.24 -1.17 -2.99 0.037
H -1.98 -1.28 -4.03 0.001
H -0.05 -0.19 -2.93 -0.005
C 5.69 0.14 0.32 0.001
C 4.29 -0.01 0.97 -0.004
C 4.52 -0.48 2.43 0.000
C 3.66 1.40 1.05 0.002
N 3.59 -0.95 0.15 0.006
H 6.30 0.87 0.87 0.000
H 5.56 0.48 -0.71 0.000
H 6.20 -0.82 0.31 0.000
H 5.10 0.24 3.01 0.000
H 5.04 -1.45 2.43 0.000
H 3.55 -0.62 2.91 0.000
H 4.23 2.06 1.72 0.001
H 2.63 1.32 1.40 0.004
H 3.64 1.84 0.05 -0.002
```

No. 4
A cluster of 2 separate species, C8H13N in total, computed with wB97M-V/def2-TZVPD.

Structure (SMILES): C#C/C=C/C.CC(C)=N
ΔE to the lowest compared entry with this formula, charge and spin, eV: 2.562
Strongest force on any atom, eV/Å: 1.0
Orbital gap, eV: 9.869
E_tot, Eh: -367.2830

Geometry as XYZ:
```
22
Properties=species:S:1:pos:R:3:lowdin_charge:R:1
C 1.44 1.96 -1.11 0.108
C 0.28 1.66 -0.94 -0.158
C -1.06 1.27 -0.77 -0.156
C -1.72 1.40 0.38 -0.164
C -3.13 0.97 0.58 -0.099
H 2.43 2.26 -1.28 0.024
H -1.53 0.83 -1.63 0.114
H -1.22 1.85 1.24 0.111
H -3.72 1.79 1.00 0.076
H -3.57 0.63 -0.34 0.068
H -3.16 0.12 1.30 0.085
C 1.93 -0.85 1.16 -0.046
C 0.95 -1.44 0.18 -0.513
C 1.51 -1.78 -1.17 -0.059
N -0.28 -1.65 0.38 0.129
H 1.47 -0.73 2.14 0.071
H 2.81 -1.48 1.25 0.079
H 2.24 0.13 0.80 0.063
H 1.68 -0.86 -1.73 0.066
H 2.46 -2.31 -1.06 0.074
H 0.80 -2.40 -1.71 0.077
H -0.61 -1.37 1.31 0.051
```

No. 5
A structure of composition C32H40MoN10O2S3 in a non-equilibrium geometry, computed with wB97M-V/def2-TZVPD.

ΔE to the lowest compared entry with this formula, charge and spin, eV: 1.358
Strongest force on any atom, eV/Å: 2.3
2S+1: 3
Orbital gap (spin up / spin down), eV: 5.957 / 5.827
Net charge: +2
E_tot, Eh: -3203.6580

Geometry as XYZ:
```
88
Properties=species:S:1:pos:R:3:mulliken_spin:R:1
Mo -0.05 0.03 0.33 1.715
S 1.76 -0.55 1.67 -0.018
C 1.21 -2.18 2.10 0.037
N 2.05 -2.86 2.84 0.087
N 1.81 -3.94 3.53 0.325
C 0.65 -4.44 4.09 -0.023
C 0.66 -5.79 4.47 0.084
C -0.44 -6.34 5.09 -0.044
C -1.55 -5.54 5.37 0.089
C -1.54 -4.19 5.02 -0.040
C -0.47 -3.64 4.37 0.074
N 0.11 -2.64 1.53 -0.012
N -0.49 -1.86 0.67 -0.274
C -1.61 -2.48 0.09 0.088
C -1.89 -3.82 0.35 -0.068
C -3.02 -4.42 -0.16 0.019
C -3.91 -3.69 -0.93 -0.052
C -3.61 -2.38 -1.25 0.039
C -2.46 -1.77 -0.77 -0.012
H 2.67 -4.41 3.78 -0.020
H 1.53 -6.40 4.26 -0.001
H -0.44 -7.38 5.35 -0.001
H -2.40 -5.96 5.87 0.004
H -2.39 -3.57 5.28 0.000
H -0.47 -2.59 4.11 0.012
H -1.21 -4.38 0.98 -0.006
H -3.21 -5.46 0.05 0.000
H -4.81 -4.15 -1.30 -0.002
H -4.29 -1.81 -1.86 0.001
H -2.24 -0.75 -1.06 -0.017
N -5.84 4.04 4.90 0.000
C -4.82 3.35 4.36 0.000
C -3.58 3.97 4.09 0.000
C -2.54 3.27 3.55 0.000
C -2.71 1.92 3.27 0.001
C -3.93 1.28 3.49 0.000
C -4.97 1.99 4.03 0.001
S -1.48 0.96 2.49 -0.004
O -0.23 1.68 2.19 0.016
O -1.28 -0.33 3.08 0.003
N -1.97 0.62 0.93 -0.007
C -1.89 1.72 0.17 0.004
N -2.50 2.86 0.45 -0.003
C -2.29 3.87 -0.39 0.005
C -1.45 3.77 -1.50 -0.001
C -0.82 2.56 -1.70 0.007
N -1.03 1.53 -0.86 0.005
H -5.72 5.00 5.20 0.000
H -6.70 3.58 5.15 0.000
H -3.46 5.02 4.32 0.000
H -1.59 3.74 3.34 0.000
H -4.02 0.24 3.23 0.000
H -5.92 1.51 4.20 0.000
H -2.81 4.78 -0.14 0.000
H -1.29 4.60 -2.16 0.000
H -0.15 2.37 -2.54 0.000
C 0.14 -6.15 -3.04 0.000
C -0.72 -5.38 -4.03 0.000
C -0.29 -3.95 -4.34 0.000
C -0.46 -2.97 -3.17 -0.005
N 0.63 -3.15 -2.22 -0.001
C 1.43 -2.22 -1.73 0.004
S 0.93 -0.53 -1.82 -0.017
N 2.61 -2.56 -1.24 -0.001
C 3.65 -1.68 -0.74 0.010
C 5.04 -2.23 -1.04 -0.002
C 5.45 -3.40 -0.14 0.001
C 4.69 -4.71 -0.35 0.000
H -0.15 -7.20 -3.08 0.000
H -0.03 -5.83 -2.01 -0.001
H 1.19 -6.10 -3.29 0.000
H -1.75 -5.36 -3.68 -0.001
H -0.72 -5.92 -4.98 0.000
H -0.91 -3.58 -5.15 0.000
H 0.75 -3.92 -4.69 0.000
H -1.42 -3.16 -2.68 0.001
H -0.43 -1.94 -3.52 -0.001
H 0.90 -4.13 -2.13 0.006
H 2.88 -3.54 -1.23 -0.001
H 3.54 -1.59 0.35 -0.002
H 3.51 -0.69 -1.19 -0.001
H 5.74 -1.42 -0.87 0.000
H 5.11 -2.51 -2.10 0.000
H 5.36 -3.09 0.90 0.000
H 6.51 -3.60 -0.33 0.000
H 3.69 -4.67 0.08 -0.001
H 5.22 -5.51 0.15 0.000
H 4.64 -4.97 -1.41 0.000
```

No. 6
A structure of composition C48H40FN6O5RhS in a non-equilibrium geometry, computed with wB97M-V/def2-TZVPD.

ΔE to the lowest compared entry with this formula, charge and spin, eV: 0.000
Strongest force on any atom, eV/Å: 1.0
Orbital gap (spin up / spin down), eV: 3.109 / 4.080
E_tot, Eh: -3166.2094

Geometry as XYZ:
```
102
Properties=species:S:1:pos:R:3:lowdin_charge:R:1
Rh -1.50 0.72 0.95 0.741
F 1.84 1.17 -4.51 0.055
C 2.13 0.30 -3.51 -0.223
C 1.19 0.11 -2.53 0.060
C 1.43 -0.80 -1.50 -0.077
C 0.39 -1.04 -0.52 -0.316
O -0.68 -0.43 -0.62 -0.124
C 0.71 -2.04 0.49 -0.026
C 1.95 -2.61 0.50 0.032
N 2.91 -2.37 -0.42 0.024
C 4.20 -3.00 -0.30 -0.268
C 4.57 -4.08 -1.26 -0.102
C 4.28 -4.41 0.17 -0.084
C 2.67 -1.46 -1.47 -0.122
C 3.61 -1.24 -2.46 0.038
C 3.34 -0.36 -3.52 -0.168
N 4.33 -0.24 -4.54 -0.120
C 3.95 0.25 -5.85 -0.134
C 5.11 -0.08 -6.82 -0.071
N 6.00 -1.06 -6.10 0.029
C 6.71 -0.38 -4.97 -0.073
C 5.61 0.35 -4.15 -0.127
C -0.19 -2.57 1.52 -0.386
O 0.06 -3.41 2.33 0.151
O -1.46 -2.01 1.42 0.046
H 0.26 0.65 -2.56 0.111
H 2.20 -3.31 1.28 0.142
H 4.98 -2.31 0.01 0.153
H 5.59 -4.12 -1.61 0.098
H 3.82 -4.36 -1.99 0.111
H 5.11 -4.66 0.83 0.107
H 3.36 -4.93 0.38 0.107
H 4.54 -1.79 -2.46 0.103
H 3.78 1.33 -5.87 0.129
H 3.03 -0.24 -6.17 0.136
H 5.72 0.79 -7.05 0.131
H 4.78 -0.54 -7.74 0.130
H 6.62 -1.57 -6.72 0.180
H 5.34 -1.69 -5.62 0.177
H 7.44 0.31 -5.39 0.130
H 7.22 -1.15 -4.40 0.131
H 5.63 1.42 -4.36 0.124
H 5.78 0.22 -3.09 0.118
O -1.83 -0.10 3.44 -0.336
S -2.60 1.13 3.58 0.596
O -2.61 1.76 4.88 -0.307
N -2.04 2.04 2.40 -0.245
C -2.63 3.20 1.96 -0.262
C -3.24 4.18 2.72 -0.007
C -3.69 5.36 2.11 -0.075
C -3.54 5.60 0.77 -0.053
C -2.96 4.60 -0.04 -0.158
C -2.78 4.73 -1.44 -0.017
C -2.26 3.69 -2.16 -0.050
C -1.93 2.49 -1.49 -0.117
N -2.06 2.34 -0.19 0.001
C -2.54 3.39 0.55 -0.141
C -4.31 0.78 3.22 -0.264
C -4.71 0.39 1.95 -0.069
C -6.05 0.10 1.72 -0.075
C -6.98 0.20 2.75 -0.087
C -6.57 0.60 4.01 -0.079
C -5.23 0.89 4.26 -0.061
H -3.33 4.03 3.79 0.108
H -4.16 6.12 2.73 0.104
H -3.87 6.53 0.32 0.105
H -3.06 5.65 -1.93 0.115
H -2.12 3.76 -3.23 0.102
H -1.57 1.63 -2.03 0.096
H -3.97 0.31 1.16 0.081
H -6.37 -0.20 0.73 0.103
H -8.02 -0.03 2.56 0.100
H -7.29 0.68 4.82 0.103
H -4.90 1.21 5.23 0.108
N -7.95 -4.39 7.63 0.146
C -7.16 -4.12 6.84 -0.189
C -6.16 -3.80 5.85 -0.238
C -6.33 -4.21 4.53 -0.028
C -5.37 -3.89 3.59 -0.018
C -4.24 -3.16 3.95 -0.210
C -4.07 -2.76 5.27 -0.003
C -5.03 -3.07 6.22 -0.019
C -3.24 -2.82 2.97 0.063
C -2.39 -2.45 2.22 -0.080
H -7.21 -4.77 4.26 0.117
H -5.50 -4.20 2.56 0.118
H -3.19 -2.19 5.54 0.127
H -4.90 -2.76 7.25 0.120
C 1.66 1.24 1.09 0.036
C 2.52 1.64 0.10 -0.330
C 2.07 2.45 -1.00 -0.064
C 2.94 2.95 -1.94 -0.131
C 4.31 2.66 -1.90 -0.146
C 4.77 1.84 -0.85 -0.147
C 3.93 1.32 0.09 -0.068
H 0.62 1.59 1.08 0.025
H 2.00 0.65 1.94 0.063
H 1.02 2.72 -1.04 0.100
H 2.56 3.60 -2.73 0.100
H 5.00 3.12 -2.60 0.075
H 5.84 1.63 -0.77 0.090
H 4.32 0.72 0.90 0.100
```

Repeat the second record exactly.
A cluster of 2 separate species, C4H11NO2 in total in a non-equilibrium geometry, computed with wB97M-V/def2-TZVPD.

Structure (SMILES): CC(=O)O.CCN
ΔE to the lowest compared entry with this formula, charge and spin, eV: 1.002
Strongest force on any atom, eV/Å: 2.8
Orbital gap, eV: 9.970
E_tot, Eh: -364.2314

Geometry as XYZ:
```
18
Properties=species:S:1:pos:R:3:lowdin_charge:R:1
C 2.63 -1.92 -1.00 0.005
C 1.14 -1.62 -1.01 -0.587
O 0.59 -1.49 0.05 0.090
O 0.63 -1.60 -2.22 0.123
H 3.16 -1.73 -1.94 0.082
H 2.74 -3.00 -0.89 0.088
H 3.17 -1.49 -0.17 0.082
H -0.30 -1.31 -2.25 0.135
C -1.56 1.60 2.04 -0.111
C -0.99 1.00 0.74 -0.356
N -1.85 1.41 -0.37 -0.019
H -2.47 1.22 2.49 0.068
H -1.79 2.63 1.79 0.052
H -0.88 1.66 2.88 0.064
H 0.08 1.17 0.57 0.100
H -1.09 -0.06 0.97 0.080
H -1.75 2.42 -0.43 0.062
H -1.47 1.10 -1.25 0.044
```

Q: Which formula does entry 4 have?
A: C8H13N